# 1
The following is a DFT calculation (wB97M-V/def2-TZVPD) of C38H38N7O2PtSSeSi as an isolated structure at a distorted geometry.

Largest force on an atom, eV/A: 2.00
Charge: +1
Lowest unoccupied orbital energy (spin up / spin down), eV: -3.625 / -3.541
Frontier orbital gap (spin up / spin down), eV: 5.6 / 5.7
HOMO level (spin up / spin down), eV: -9.210 / -9.277
Total energy, eV: -141850.504

Last column: Mulliken charge in e.
Cartesian coordinates (Å):
Pt (-0.20, 1.52, -0.53)  1.114
Se (5.69, 1.50, 4.63)  0.333
S (0.75, -1.10, -0.23)  -0.192
Si (-3.08, 0.32, -0.77)  0.048
O (-0.47, 3.85, -1.36)  -0.685
O (0.14, -4.13, -4.00)  -0.564
N (1.87, 1.60, -0.26)  0.101
N (0.30, -2.88, -2.13)  0.155
N (5.55, 1.58, 2.88)  -0.867
N (-2.19, 1.83, -0.75)  0.142
N (0.17, 1.80, 1.83)  0.108
N (0.79, -3.66, 0.06)  0.125
N (3.95, 1.55, 4.83)  -0.895
C (-4.98, 0.33, -0.84)  -1.423
C (0.98, 5.46, -2.37)  -0.416
C (1.95, 1.69, 3.43)  0.466
C (4.07, 1.70, -1.18)  -0.941
C (0.59, -2.67, -0.82)  -0.499
C (-0.13, -4.03, -2.83)  0.344
C (1.48, 1.70, 2.10)  -0.106
C (-1.85, -4.62, -1.10)  0.564
C (2.39, 1.64, 0.98)  0.240
C (-2.58, -5.58, -0.43)  -0.700
C (-3.88, 3.47, -0.13)  -0.583
C (-3.23, 5.77, 0.10)  -0.797
C (2.81, 6.37, -1.12)  -0.586
C (3.79, 1.65, 1.19)  0.226
C (-2.59, 3.10, -0.57)  0.637
C (4.63, 1.69, 0.08)  -0.790
C (-0.33, 1.89, 4.15)  -0.969
C (1.01, 1.78, 4.47)  -0.849
C (-0.92, -5.01, -2.06)  -0.138
C (1.50, -4.93, -0.09)  -0.717
C (-4.19, 4.77, 0.20)  -0.843
C (1.30, 4.85, -0.06)  0.305
C (-0.75, -6.36, -2.36)  -0.447
C (-2.47, -0.49, -2.40)  -0.724
C (2.68, 1.63, -1.30)  -0.583
C (-1.66, 4.18, -0.76)  0.626
C (1.08, -5.88, 1.03)  0.060
C (-1.97, 5.47, -0.40)  -0.536
C (-0.71, 1.90, 2.81)  -0.494
C (3.36, 1.62, 3.65)  0.974
C (2.06, -7.04, 1.14)  -1.387
C (2.10, 6.28, -2.30)  -0.570
C (4.27, 1.62, 2.54)  1.027
C (-2.53, -0.63, 0.80)  -0.745
C (-2.38, -6.92, -0.69)  -0.520
C (0.59, 4.74, -1.26)  -0.123
C (2.42, 5.66, 0.00)  -0.767
C (-1.46, -7.31, -1.66)  -0.580
H (-4.61, 2.69, -0.02)  0.304
H (-5.43, 0.61, 0.11)  0.396
H (-1.08, 1.96, 4.92)  0.477
H (-2.02, -3.57, -0.90)  0.166
H (-3.30, -5.28, 0.32)  0.427
H (-1.49, -0.44, 1.04)  0.101
H (-0.05, -6.63, -3.13)  0.466
H (-3.45, 6.78, 0.41)  0.413
H (1.06, -5.33, 1.98)  0.321
H (-1.30, -8.36, -1.86)  0.426
H (2.58, -4.73, -0.01)  0.522
H (2.40, 6.84, -3.17)  0.439
H (-1.23, 6.24, -0.50)  0.536
H (-5.18, 5.01, 0.56)  0.427
H (-3.12, -0.34, 1.67)  0.401
H (-3.07, -0.14, -3.24)  0.408
H (-1.74, 2.00, 2.52)  0.458
H (-5.35, 1.00, -1.61)  0.414
H (2.22, 1.59, -2.28)  0.526
H (0.96, 4.29, 0.80)  0.478
H (1.31, -5.37, -1.06)  0.260
H (-1.43, -0.22, -2.61)  0.107
H (-5.34, -0.67, -1.08)  0.372
H (-2.66, -1.69, 0.67)  0.283
H (0.41, 5.38, -3.29)  0.507
H (0.90, -3.29, 0.99)  0.242
H (-2.94, -7.67, -0.15)  0.418
H (1.36, 1.79, 5.49)  0.576
H (2.09, -7.61, 0.22)  0.325
H (2.98, 5.73, 0.92)  0.452
H (0.45, -2.07, -2.73)  0.298
H (3.69, 7.01, -1.06)  0.424
H (0.07, -6.25, 0.84)  0.027
H (5.70, 1.70, 0.22)  0.593
H (1.77, -7.70, 1.96)  0.392
H (-2.55, -1.57, -2.38)  0.218
H (3.06, -6.67, 1.36)  0.356
H (4.68, 1.75, -2.07)  0.486

# 2
The following is a DFT calculation (wB97M-V/def2-TZVPD) of a 2-piece molecular cluster, C4H2IO2 overall at a distorted geometry.

Largest force on an atom, eV/A: 6.91
Energy relative to the best compared isomer or geometry (same formula, charge and spin), kcal/mol: 68.05
Charge: -1
Lowest unoccupied orbital energy, eV: 3.255
Frontier orbital gap, eV: 7.1
HOMO level, eV: -3.886
Total energy, eV: -16372.580

Last column: natural (NBO) charge in e.
Cartesian coordinates (Å):
I (-0.25, 2.27, -0.45)  -0.307
O (-3.51, 0.33, -0.86)  -0.621
O (-1.68, 0.29, -2.33)  -0.544
C (2.39, -1.39, 1.69)  -0.294
C (1.85, -0.36, 1.30)  -0.143
C (-2.36, 0.32, -1.18)  0.652
C (-0.95, 0.15, -1.04)  -0.162
H (3.05, -2.07, 1.98)  0.197
H (1.48, 0.46, 0.89)  0.222

# 3
The following is a DFT calculation (wB97M-V/def2-TZVPD) of C16H20F4N2O4SiSn as an isolated structure at a distorted geometry.

Largest force on an atom, eV/A: 2.22
Charge: +2
Lowest unoccupied orbital energy, eV: -10.891
Frontier orbital gap, eV: 1.8
HOMO level, eV: -12.644
Total energy, eV: -52648.256

Last column: natural (NBO) charge in e.
Cartesian coordinates (Å):
Sn (-6.96, -1.58, -0.02)  1.833
Si (1.87, -0.28, -0.19)  1.602
F (-1.24, -0.72, 1.66)  -0.323
F (-2.51, -2.22, 0.79)  -0.360
F (-3.61, 0.34, -3.54)  -0.248
F (-2.30, 3.45, 1.80)  -0.325
O (-1.69, -0.63, -0.53)  -0.546
O (-5.02, 1.51, -2.35)  -0.509
O (-5.68, 0.01, 0.18)  -0.887
O (-1.77, 1.59, -0.55)  -0.393
N (-3.49, 0.47, 0.52)  -0.415
N (-4.27, -0.47, -1.55)  -0.773
C (-0.19, -2.35, 0.26)  -0.473
C (1.44, 1.28, 0.80)  -1.101
C (4.42, 0.81, -0.51)  -0.234
C (5.81, 0.85, -0.50)  -0.184
C (1.22, -0.12, -1.96)  -1.117
C (1.15, -1.77, 0.75)  -0.862
C (-4.46, 0.03, -0.25)  0.899
C (-3.82, 1.74, 1.32)  -0.254
C (-2.22, 0.58, -0.21)  0.901
C (4.47, -1.51, 0.13)  -0.226
C (6.53, -0.29, -0.16)  -0.195
C (3.74, -0.37, -0.19)  -0.409
C (5.86, -1.47, 0.14)  -0.200
C (-2.68, 2.20, 2.23)  0.028
C (-1.38, -1.49, 0.56)  0.923
C (-4.34, 0.57, -2.51)  0.970
H (3.87, 1.70, -0.76)  0.205
H (3.96, -2.43, 0.38)  0.198
H (6.31, 1.77, -0.75)  0.222
H (1.12, -1.56, 1.81)  0.248
H (0.43, -0.81, -2.23)  0.216
H (-4.68, 1.51, 1.93)  0.238
H (0.88, 0.91, -2.10)  0.245
H (-1.83, 1.53, 2.23)  0.193
H (-0.35, -3.33, 0.71)  0.249
H (0.43, 1.28, 1.20)  0.200
H (-4.12, 2.51, 0.62)  0.266
H (2.05, -0.25, -2.64)  0.266
H (1.87, -2.58, 0.64)  0.257
H (-0.13, -2.51, -0.81)  0.243
H (-3.46, -1.09, -1.66)  0.467
H (1.63, 2.16, 0.20)  0.247
H (7.61, -0.24, -0.14)  0.227
H (6.42, -2.35, 0.40)  0.223
H (-3.03, 2.30, 3.25)  0.206
H (2.14, 1.33, 1.63)  0.257

# 4
The following is a DFT calculation (wB97M-V/def2-TZVPD) of one molecule with the formula C4H7N3.

Largest force on an atom, eV/A: 0.18
Energy relative to the best compared isomer or geometry (same formula, charge and spin), kcal/mol: 16.17
Charge: 0
SMILES string: CCc1c[nH]nn1
Lowest unoccupied orbital energy, eV: 0.871
Frontier orbital gap, eV: 10.3
HOMO level, eV: -9.445
Total energy, eV: -8730.978

Last column: natural (NBO) charge in e.
Cartesian coordinates (Å):
N (-0.18, -1.90, 1.65)  -0.331
N (1.04, -0.99, 0.19)  -0.253
N (0.98, -1.99, 1.00)  -0.058
C (-0.28, 1.07, -0.42)  -0.424
C (0.60, 1.21, -1.66)  -0.601
C (-0.09, -0.23, 0.31)  0.070
C (-0.89, -0.82, 1.26)  -0.105
H (-1.34, 1.19, -0.69)  0.211
H (1.64, 0.99, -1.43)  0.225
H (0.29, 0.53, -2.46)  0.208
H (-0.05, 1.88, 0.28)  0.213
H (-1.86, -0.57, 1.66)  0.226
H (-0.40, -2.59, 2.35)  0.414
H (0.54, 2.24, -2.05)  0.206

# 5
The following is a DFT calculation (wB97M-V/def2-TZVPD) of a 2-piece molecular cluster, C6H16 overall at a distorted geometry.

Largest force on an atom, eV/A: 7.35
Energy relative to the best compared isomer or geometry (same formula, charge and spin), kcal/mol: 71.06
Charge: 0
SMILES string: CCC.CCC
Lowest unoccupied orbital energy, eV: 1.054
Frontier orbital gap, eV: 11.7
HOMO level, eV: -10.688
Total energy, eV: -6478.577

Last column: natural (NBO) charge in e.
Cartesian coordinates (Å):
C (-0.57, 0.72, -2.11)  -0.614
C (0.37, -0.63, 1.83)  -0.578
C (0.41, 1.87, 2.00)  -0.636
C (-0.24, 0.46, 2.60)  -0.403
C (-0.03, -0.56, -2.78)  -0.401
C (0.06, -1.74, -1.67)  -0.581
H (0.78, 2.37, 2.96)  0.206
H (1.41, -0.56, 1.92)  0.195
H (0.19, 1.44, -1.84)  0.216
H (-0.96, -2.37, -1.61)  0.191
H (0.07, -1.36, -0.64)  0.186
H (0.89, -0.49, -3.30)  0.199
H (-1.57, 0.97, -2.56)  0.213
H (-0.20, 2.61, 1.45)  0.216
H (0.23, -0.70, 0.75)  0.197
H (1.33, 1.74, 1.44)  0.201
H (-0.86, 0.49, -1.23)  0.191
H (-0.78, -1.07, -3.40)  0.203
H (-0.05, -1.72, 2.22)  0.186
H (-0.08, 0.28, 3.66)  0.211
H (-1.28, 0.51, 2.24)  0.204
H (0.88, -2.26, -1.93)  0.198

> largest force on an atom of number 2 (C4H2IO2)?

6.91 eV/A